1.
Formula: C17H13Cl2NS6ScTe
Source: the OMol25 dataset
Level of theory: ωB97M-V with the def2-TZVPD basis set

Each line ends with the natural charge from an NBO analysis.
CARTESIAN COORDINATES (ANGSTROEM)
Sc  0.672  -0.200  0.217  0.9467
Cl  -1.934  -0.362  0.920  0.0991
C  -2.867  0.352  -0.367  -0.0834
C  -4.181  -0.054  -0.496  -0.2140
C  -4.967  0.479  -1.501  -0.2281
C  -4.439  1.442  -2.345  -0.2211
C  -3.127  1.852  -2.191  -0.0903
Cl  -2.532  3.085  -3.245  0.0089
C  -2.274  1.296  -1.216  -0.0851
S  -0.597  1.756  -1.142  -0.3513
H  -4.582  -0.785  0.193  0.2233
H  -5.991  0.151  -1.618  0.2126
H  -5.038  1.880  -3.131  0.2211
S  2.918  1.066  -0.130  -0.5323
S  3.695  0.188  1.563  -0.0399
S  3.271  -1.827  1.426  -0.0256
S  1.275  -2.084  1.833  -0.5127
Te  0.113  -1.657  -2.161  -0.1508
C  0.590  -3.611  -1.463  -0.1945
C  -0.411  -4.560  -1.274  -0.2555
C  -0.102  -5.841  -0.839  -0.2185
C  1.218  -6.196  -0.598  -0.2406
C  2.223  -5.259  -0.793  -0.2012
C  1.910  -3.977  -1.223  -0.2449
H  -1.442  -4.280  -1.456  0.2095
H  -0.894  -6.566  -0.692  0.1981
H  1.461  -7.193  -0.250  0.1980
H  3.257  -5.522  -0.608  0.2016
H  2.708  -3.257  -1.357  0.2261
S  0.480  1.432  2.678  -0.2017
C  1.172  2.926  2.314  0.1108
N  0.773  3.621  1.218  -0.5145
C  1.256  4.823  0.864  0.0857
C  2.176  5.457  1.643  -0.3100
C  2.636  4.788  2.794  -0.1324
C  2.153  3.552  3.121  -0.2591
H  0.093  3.153  0.601  0.4662
H  0.868  5.235  -0.057  0.2207
H  2.552  6.432  1.374  0.2225
H  3.391  5.257  3.413  0.2154
H  2.518  3.008  3.979  0.2412

Total charge: -1
Relative energy (zero: lowest compared OMol25 entry of this formula, charge and spin), kJ/mol: 29.8
HOMO energy, eV: -4.396
E_LUMO, Eh: 0.0835
Frontier orbital gap, eV: 6.67

---

2.
Formula: C17H13ClIrN3O5S
Source: the OMol25 dataset
Level of theory: ωB97M-V with the def2-TZVPD basis set

Each line ends with the Löwdin spin population.
CARTESIAN COORDINATES (ANGSTROEM)
Ir  -0.094  0.006  -0.134  1.7146
O  3.739  1.024  -1.053  0.0259
S  2.791  -0.029  -1.171  0.0266
O  1.605  0.098  -2.012  0.1276
N  1.949  -0.140  0.296  0.2698
C  2.428  -0.180  1.532  0.1107
C  3.793  -0.226  1.918  0.1465
C  4.120  -0.289  3.258  0.0193
C  3.135  -0.302  4.244  0.2614
C  1.750  -0.250  3.905  0.0234
C  0.705  -0.235  4.849  0.0201
C  -0.597  -0.163  4.413  0.0060
C  -0.858  -0.116  3.039  0.0183
N  0.121  -0.137  2.144  0.1638
C  1.403  -0.195  2.557  0.0723
C  3.565  -1.546  -1.452  0.0044
C  2.785  -2.659  -1.771  0.0070
C  3.427  -3.859  -2.010  -0.0001
C  4.816  -3.929  -1.944  0.0074
C  5.578  -2.808  -1.644  0.0017
C  4.957  -1.595  -1.392  0.0038
H  4.564  -0.192  1.162  0.0053
H  5.161  -0.319  3.547  -0.0027
H  3.417  -0.341  5.289  0.0107
H  0.934  -0.277  5.906  0.0003
H  -1.423  -0.144  5.109  0.0007
H  -1.873  -0.075  2.661  0.0010
H  1.710  -2.581  -1.862  0.0012
H  2.851  -4.736  -2.267  -0.0001
H  5.310  -4.870  -2.146  0.0003
H  6.657  -2.873  -1.622  0.0000
H  5.530  -0.701  -1.191  0.0002
Cl  -4.387  -0.807  1.592  0.0048
C  -4.301  -0.181  -0.073  -0.0015
C  -2.952  0.459  -0.226  0.0141
O  -2.716  1.628  -0.228  0.0362
O  -1.923  -0.471  -0.327  0.2376
H  -5.082  0.558  -0.212  -0.0002
H  -4.409  -1.015  -0.763  0.0002
O  -0.017  2.623  -1.221  0.3010
N  -0.198  1.881  -0.397  0.3606

Total charge: +2
Relative energy (zero: lowest compared OMol25 entry of this formula, charge and spin), kJ/mol: 0.0
2S+1: 5
Expectation value of S²: 6.066
HOMO energy (alpha / beta), eV: -15.540 / -15.604
E_LUMO (alpha / beta), Eh: -0.3062 / -0.3603
Frontier orbital gap (alpha / beta), eV: 7.21 / 5.80

---

3.
Formula: C17H13F4NO4
Source: the OMol25 dataset
Level of theory: ωB97M-V with the def2-TZVPD basis set

Each line ends with the natural charge from an NBO analysis.
CARTESIAN COORDINATES (ANGSTROEM)
C  -3.552  2.278  -0.792  -0.6214
C  -2.291  3.100  -0.772  -0.0743
O  -1.205  2.136  -0.723  -0.5460
C  -0.003  2.765  -0.737  0.7071
C  1.072  1.778  -0.721  -0.2821
N  2.367  2.211  -0.722  0.4507
O  3.321  1.362  -0.728  -0.5185
O  2.606  3.445  -0.718  -0.4136
O  0.078  3.980  -0.766  -0.5853
H  -4.444  2.908  -0.840  0.2179
H  -3.555  1.609  -1.659  0.2023
H  -3.623  1.658  0.106  0.1977
H  -2.217  3.718  -1.680  0.1969
H  -2.265  3.754  0.113  0.1938
H  0.848  0.722  -0.774  0.1831
F  4.582  -2.243  1.457  -0.3109
C  3.719  -2.202  0.385  0.4197
C  4.226  -2.513  -0.875  -0.2389
C  3.319  -2.452  -1.933  0.4000
F  3.784  -2.733  -3.198  -0.3107
C  1.987  -2.130  -1.764  -0.1845
C  1.488  -1.759  -0.474  -0.1159
C  0.142  -1.281  -0.411  0.0955
C  -0.760  -1.181  0.687  -0.1175
C  -2.148  -1.012  0.386  -0.1822
C  -3.062  -0.810  1.399  0.3930
F  -4.403  -0.695  1.084  -0.3161
C  -2.710  -0.753  2.749  -0.2598
C  -1.364  -0.967  3.032  0.4108
F  -0.974  -0.962  4.354  -0.3135
C  -0.402  -1.216  2.065  -0.2011
C  2.396  -1.857  0.619  -0.1902
H  5.267  -2.790  -1.020  0.2668
H  1.305  -2.131  -2.612  0.2406
H  -0.309  -1.051  -1.388  0.2367
H  -2.473  -1.049  -0.651  0.2458
H  -3.442  -0.576  3.529  0.2663
H  0.612  -1.437  2.368  0.2294
H  2.082  -1.623  1.628  0.2285

Relative energy (zero: lowest compared OMol25 entry of this formula, charge and spin), kJ/mol: 0.0
HOMO energy, eV: -7.561
E_LUMO, Eh: -0.1463
Frontier orbital gap, eV: 3.58

---

4.
Formula: C17H13N4PdSe
Source: the OMol25 dataset
Level of theory: ωB97M-V with the def2-TZVPD basis set

Each line ends with the Löwdin spin population.
CARTESIAN COORDINATES (ANGSTROEM)
Pd  -0.458  1.008  0.485  0.2705
C  -2.853  -3.754  2.015  0.0279
C  -3.386  -2.712  1.265  0.0084
C  -2.548  -1.803  0.643  0.0562
C  -1.165  -1.947  0.748  0.0484
C  -0.629  -2.985  1.504  0.0327
C  -1.478  -3.883  2.138  0.0044
N  -0.333  -0.978  0.129  0.3855
C  0.699  -1.320  -0.686  0.0842
C  0.974  -2.629  -1.149  0.1063
C  2.026  -2.840  -2.007  0.0451
C  2.814  -1.767  -2.439  0.1690
C  2.550  -0.463  -2.030  0.0320
C  1.505  -0.240  -1.165  0.1154
N  1.130  0.997  -0.659  0.2640
N  1.639  2.124  -1.100  0.3277
C  1.025  3.187  -0.532  0.0227
C  1.475  4.482  -0.824  0.0701
C  0.832  5.562  -0.273  0.0206
C  -0.259  5.358  0.574  0.0814
C  -0.659  4.071  0.838  0.0355
N  -0.051  2.999  0.309  0.0907
H  -3.509  -4.460  2.505  0.0014
H  -4.458  -2.614  1.160  -0.0003
H  -2.947  -1.000  0.037  0.0049
H  0.445  -3.062  1.623  -0.0001
H  -1.059  -4.681  2.737  0.0001
H  0.338  -3.450  -0.855  0.0030
H  2.233  -3.839  -2.364  -0.0004
H  3.636  -1.950  -3.118  0.0075
H  3.141  0.374  -2.374  0.0000
H  2.322  4.587  -1.486  0.0017
H  1.167  6.566  -0.496  -0.0007
H  -0.791  6.185  1.021  0.0040
H  -1.498  3.874  1.489  0.0164
Se  -1.870  1.001  2.337  1.6637

Total charge: +1
2S+1: 5
Expectation value of S²: 6.042
HOMO energy (alpha / beta), eV: -10.151 / -11.954
E_LUMO (alpha / beta), Eh: -0.1302 / -0.2244
Frontier orbital gap (alpha / beta), eV: 6.61 / 5.85

---

5.
Formula: C17H14AuBr2O2
Source: the OMol25 dataset
Level of theory: ωB97M-V with the def2-TZVPD basis set

Each line ends with the Löwdin spin population.
CARTESIAN COORDINATES (ANGSTROEM)
C  2.091  -1.439  0.543  0.1195
C  2.383  -0.046  0.467  0.3235
C  1.663  0.639  1.485  -0.0007
H  3.060  0.431  -0.236  0.0111
C  0.907  -0.293  2.206  0.2484
C  1.115  -1.631  1.638  0.1294
H  1.052  -2.534  2.250  0.0043
H  2.713  -2.221  0.101  -0.0001
H  1.720  1.715  1.689  -0.0044
H  0.296  -0.060  3.075  0.0126
Au  0.038  -2.416  -0.092  0.1221
Br  -1.691  -2.127  -1.748  0.1702
C  -1.748  -4.769  -0.673  0.2612
C  -1.193  -5.239  0.541  0.0164
C  0.164  -5.592  0.298  0.2678
H  -1.756  -5.431  1.459  -0.0048
C  0.455  -5.324  -1.069  0.0142
C  -0.717  -4.822  -1.675  0.2512
H  -0.843  -4.636  -2.744  0.0057
H  -2.801  -4.541  -0.831  0.0058
H  0.823  -6.111  1.005  0.0161
H  1.375  -5.598  -1.598  -0.0045
Br  -1.116  2.721  1.991  0.0011
C  -0.960  4.020  0.619  0.0005
C  -1.324  5.353  0.852  0.0001
C  -1.141  6.310  -0.158  0.0001
C  -0.580  5.921  -1.383  0.0000
C  -0.250  4.588  -1.625  0.0001
C  -0.472  3.630  -0.629  0.0016
C  -0.052  2.164  -0.881  0.0005
O  1.187  2.061  -0.996  0.0264
O  -1.011  1.381  -0.960  0.0044
H  -1.753  5.636  1.804  0.0000
H  -1.414  7.347  0.018  0.0000
H  -0.394  6.659  -2.165  0.0000
H  0.174  4.253  -2.577  0.0000

Total charge: -1
Relative energy (zero: lowest compared OMol25 entry of this formula, charge and spin), kJ/mol: 0.0
2S+1: 3
Expectation value of S²: 2.041
HOMO energy (alpha / beta), eV: -4.858 / -4.843
E_LUMO (alpha / beta), Eh: 0.1082 / 0.0249
Frontier orbital gap (alpha / beta), eV: 7.80 / 5.52

---

6.
Formula: C17H14CdF6N3O2PS2
Source: the OMol25 dataset
Level of theory: ωB97M-V with the def2-TZVPD basis set

Each line ends with the Löwdin spin population.
CARTESIAN COORDINATES (ANGSTROEM)
Cd  0.983  -0.704  -0.428  0.0001
O  0.000  -3.076  -4.300  0.0329
C  -1.305  -2.819  -4.308  0.0350
C  -2.081  -3.499  -5.253  -0.0040
C  -3.432  -3.272  -5.317  0.0308
C  -4.068  -2.367  -4.448  0.0043
C  -3.326  -1.700  -3.518  0.0115
C  -1.923  -1.905  -3.418  0.0382
C  -1.147  -1.222  -2.431  0.0371
O  0.106  -1.358  -2.346  0.0264
N  -1.867  -0.388  -1.571  0.3808
N  -1.128  0.191  -0.650  0.1213
C  -1.841  0.947  0.184  0.0998
S  -1.022  1.832  1.399  0.0961
C  -2.523  2.141  2.369  0.0107
C  -3.658  2.341  1.384  0.0064
S  -3.546  1.050  0.112  0.0676
H  0.422  -2.545  -3.604  -0.0006
H  -1.586  -4.194  -5.916  -0.0007
H  -4.020  -3.804  -6.054  0.0016
H  -5.134  -2.205  -4.519  -0.0002
H  -3.793  -1.002  -2.840  -0.0008
H  -2.352  3.026  2.979  0.0001
H  -2.692  1.280  3.014  0.0025
H  -3.600  3.312  0.893  0.0018
H  -4.627  2.244  1.870  0.0002
F  0.241  -1.178  1.826  0.0014
P  0.741  -2.782  1.793  0.0000
F  1.520  -2.555  3.145  0.0000
F  1.283  -4.242  1.597  0.0000
F  2.087  -2.177  0.939  0.0001
F  -0.594  -3.228  2.491  0.0000
F  0.013  -2.831  0.295  -0.0002
N  2.449  0.826  0.171  -0.0002
C  2.986  1.465  0.959  -0.0001
C  3.656  2.262  1.940  0.0000
C  3.815  1.732  3.222  0.0000
C  4.462  2.495  4.177  0.0000
C  4.939  3.758  3.849  0.0000
C  4.778  4.273  2.568  0.0000
C  4.133  3.527  1.599  0.0000
H  3.444  0.742  3.452  0.0000
H  4.600  2.101  5.174  0.0000
H  5.446  4.348  4.601  0.0000
H  5.160  5.254  2.324  0.0000
H  4.004  3.909  0.596  0.0000

Total charge: +1
Relative energy (zero: lowest compared OMol25 entry of this formula, charge and spin), kJ/mol: 10.0
2S+1: 2
Expectation value of S²: 0.766
HOMO energy (alpha / beta), eV: -11.481 / -11.542
E_LUMO (alpha / beta), Eh: -0.1286 / -0.2115
Frontier orbital gap (alpha / beta), eV: 7.98 / 5.79

---

no.,E (Eh)
1,-5048.885303
2,-2158.041120
3,-1410.546125
4,-3403.651250
5,-6090.324663
6,-2875.633061